1.
C39H45N5O4PPtSSe | wB97M-V/def2-TZVPD

Each line ends with the Mulliken charge.
Element x y z (Å)
Pt: 0.18 -0.72 -0.26  0.9190
N: 2.51 -1.81 1.48  0.0358
P: 2.30 -1.44 -0.21  0.1732
C: 3.46 0.02 -0.28  0.4469
C: 3.03 1.17 -0.93  -0.1509
C: 3.90 2.23 -1.15  -0.5422
C: 5.21 2.16 -0.70  -0.4586
C: 5.65 1.02 -0.03  -0.8278
C: 4.78 -0.04 0.17  -0.3895
C: 3.35 -2.51 -1.23  0.7493
C: 3.88 -3.72 -0.79  -0.1612
C: 4.65 -4.49 -1.65  -0.7631
C: 4.87 -4.07 -2.95  -0.4364
C: 4.33 -2.88 -3.40  -0.8053
C: 3.59 -2.09 -2.54  -0.3701
C: 1.55 -1.21 2.28  -0.3272
C: 1.37 -1.60 3.61  -0.7453
C: 0.41 -0.98 4.37  -0.7547
C: -0.37 0.03 3.80  -0.8864
C: -0.13 0.38 2.50  0.0668
N: 0.82 -0.21 1.74  1.1588
H: 2.61 -2.80 1.68  0.3313
H: 2.00 1.23 -1.27  0.2161
H: 3.56 3.11 -1.69  0.4960
H: 5.89 2.98 -0.87  0.4155
H: 6.67 0.95 0.32  0.4017
H: 5.13 -0.94 0.66  0.3860
H: 3.65 -4.09 0.20  0.1983
H: 5.05 -5.44 -1.30  0.3805
H: 5.45 -4.69 -3.63  0.3674
H: 4.49 -2.56 -4.42  0.3821
H: 3.16 -1.16 -2.88  0.3586
H: 1.99 -2.39 4.02  0.5085
H: 0.25 -1.27 5.40  0.3714
H: -1.16 0.52 4.35  0.4819
H: -0.69 1.16 1.99  0.0022
C: -1.69 -3.88 3.28  -1.7285
C: -2.46 -2.75 2.64  0.0143
C: -3.79 -2.50 3.00  -0.9028
C: -4.48 -1.51 2.33  0.0623
C: -5.94 -1.26 2.63  -1.7688
C: -3.86 -0.76 1.34  -0.5217
C: -2.52 -0.96 0.96  2.0629
C: -1.86 -2.00 1.66  0.3398
N: -1.83 -0.25 0.01  -0.3883
C: -2.53 0.53 -1.03  1.9348
C: -3.59 -0.32 -1.76  -1.3136
C: -4.28 0.50 -2.86  0.4062
C: -4.93 1.75 -2.23  -1.3157
C: -3.85 2.62 -1.58  0.2932
C: -2.82 3.04 -2.64  -1.4542
C: -2.18 1.78 -3.22  0.3498
C: -3.25 0.94 -3.90  -1.5416
C: -1.52 0.97 -2.10  -2.5140
C: -3.14 1.84 -0.47  -0.9067
H: -2.36 -4.63 3.70  0.4596
H: -1.05 -3.52 4.10  0.2056
H: -1.05 -4.36 2.55  0.2666
H: -4.28 -3.10 3.77  0.3173
H: -6.23 -1.72 3.58  0.4131
H: -6.57 -1.70 1.85  0.3016
H: -6.17 -0.20 2.68  0.3524
H: -4.47 -0.01 0.86  0.3740
H: -0.86 -2.29 1.35  0.0025
H: -4.34 -0.70 -1.07  0.6229
H: -3.08 -1.19 -2.18  0.3695
H: -5.05 -0.11 -3.33  0.2379
H: -5.66 1.44 -1.48  0.5132
H: -5.46 2.32 -3.00  0.5302
H: -4.32 3.51 -1.15  0.3125
H: -2.06 3.68 -2.18  0.3799
H: -3.31 3.62 -3.43  0.5822
H: -1.41 2.07 -3.95  0.3502
H: -2.80 0.05 -4.36  0.5036
H: -3.74 1.52 -4.70  0.5544
H: -0.74 1.57 -1.63  -0.1530
H: -1.05 0.08 -2.54  0.5634
H: -3.84 1.65 0.34  0.6373
H: -2.32 2.43 -0.05  -0.1675
C: 2.43 5.74 0.14  -0.9809
N: 2.65 4.60 0.99  0.2127
C: 3.80 4.35 1.72  -0.4665
C: 3.66 3.14 2.30  -0.6899
N: 2.41 2.68 1.94  0.2146
C: 1.77 3.55 1.11  0.1671
S: 0.24 3.38 0.45  -0.5911
H: 2.64 6.66 0.68  0.3682
H: 1.39 5.73 -0.18  0.3167
H: 3.07 5.69 -0.74  0.3169
H: 4.62 5.04 1.74  0.4738
H: 4.32 2.59 2.94  0.4718
H: 2.06 1.74 2.06  -0.0584
O: -1.48 -3.83 -1.02  -0.6735
Se: 0.01 -3.46 -1.50  1.2565
O: 0.04 -1.82 -2.03  -0.9324
O: 1.05 -3.41 -0.16  -0.4881
O: 0.66 -4.43 -2.61  -0.7834

- Frontier orbital gap: 5.8247 eV
- Molecular weight: 984.90 Da
- Multiplicity: 1
- Lowest unoccupied orbital energy: 2.1 eV
- Charge: -1
- Highest occupied orbital energy: -3.70 eV

***

2.
Cl4Cr | wB97M-V/def2-TZVPD

Each line ends with the Löwdin spin population.
Element x y z (Å)
Cr: -0.20 -0.16 0.04  3.0065
Cl: 2.11 -0.34 0.42  -0.0314
Cl: -0.46 -1.28 -1.98  0.0235
Cl: -1.21 -0.33 2.07  0.0292
Cl: -0.24 2.10 -0.55  -0.0279

- Frontier orbital gap (alpha / beta): 7.8591 / 10.0481 eV
- Molecular weight: 193.81 Da
- Multiplicity: 4
- Lowest unoccupied orbital energy (alpha / beta): 1.6 / 3.4 eV
- Charge: -1
- Highest occupied orbital energy (alpha / beta): -6.23 / -6.64 eV